Computed, not measured: a 15-piece molecular cluster, C58H141N7O21S6 overall at a distorted geometry, with ωB97M-V/def2-TZVPD.

The geometry in XYZ format:
```
233
Properties=species:S:1:pos:R:3:mulliken_charge:R:1
C -6.178 -0.745 -0.965 -1.62
C -4.727 -0.768 -0.530 2.13
C -4.335 0.397 0.322 -0.32
O -4.413 -1.954 0.109 -0.30
H -6.411 -1.662 -1.507 0.39
H -6.454 0.113 -1.578 0.29
H -6.831 -0.735 -0.093 0.38
H -4.161 -0.790 -1.461 -0.66
H -4.357 1.340 -0.223 -0.31
H -3.246 0.342 0.330 -0.31
H -4.761 0.529 1.316 0.35
H -4.710 -2.591 -0.544 0.11
C -4.161 -1.912 -5.906 -1.11
C -2.676 -2.167 -5.926 0.42
C -1.837 -1.091 -5.180 -0.98
O -2.474 -3.335 -5.215 -0.38
H -4.560 -2.108 -4.910 0.10
H -4.691 -2.635 -6.526 0.47
H -4.471 -0.924 -6.245 0.33
H -2.292 -2.424 -6.913 0.25
H -1.963 -0.170 -5.749 0.36
H -0.752 -1.184 -5.156 0.44
H -2.259 -0.863 -4.201 -0.15
H -2.994 -4.004 -5.666 0.26
C -6.618 -6.959 -1.859 -1.58
C -5.315 -6.681 -1.125 0.46
C -5.276 -5.185 -0.522 -0.17
O -5.347 -4.122 -1.468 -0.46
C -4.391 -4.029 -2.455 -0.30
N -5.173 -7.643 -0.033 -0.57
H -6.707 -8.019 -2.094 0.45
H -6.734 -6.334 -2.745 0.33
H -7.432 -6.635 -1.210 0.39
H -4.440 -6.797 -1.765 0.13
H -4.348 -5.047 0.032 -0.43
H -6.113 -5.028 0.159 0.61
H -4.278 -4.989 -2.958 0.54
H -3.454 -3.708 -1.999 0.28
H -4.815 -3.321 -3.168 -0.30
H -5.813 -8.391 -0.259 0.26
H -5.677 -7.399 0.807 0.27
C 0.276 -4.976 -3.665 -0.74
C 1.265 -5.962 -3.087 0.58
C 1.056 -6.243 -1.602 -1.01
O 1.129 -4.936 -0.844 0.23
C 2.488 -4.483 -0.768 -0.52
N 1.064 -7.207 -3.772 -0.78
H -0.743 -5.227 -3.371 0.18
H 0.409 -4.898 -4.744 0.56
H 0.456 -3.972 -3.281 -0.31
H 2.277 -5.603 -3.276 0.44
H 1.746 -6.992 -1.214 0.47
H 0.050 -6.601 -1.382 -0.03
H 2.992 -5.195 -0.114 0.36
H 2.481 -3.498 -0.301 -0.25
H 2.966 -4.426 -1.746 0.30
H 0.089 -7.467 -3.812 0.31
H 1.287 -6.853 -4.691 0.31
C 8.984 -0.541 1.134 -1.70
C 8.170 0.541 0.472 0.25
C 6.690 0.499 0.845 0.58
O 6.135 -0.708 0.255 -0.52
C 4.787 -0.908 0.644 -0.40
N 8.736 1.779 0.835 -0.62
H 8.850 -1.554 0.755 0.31
H 8.567 -0.613 2.139 0.45
H 10.048 -0.331 1.246 0.42
H 8.156 0.384 -0.606 0.22
H 6.197 1.362 0.396 -0.87
H 6.532 0.546 1.922 0.68
H 4.474 -1.900 0.315 0.33
H 4.117 -0.251 0.088 -0.09
H 4.368 -0.928 1.650 0.32
H 9.593 1.986 0.341 0.27
H 9.133 1.528 1.729 0.31
C 1.342 4.544 -4.725 -1.24
C 1.640 4.297 -3.259 0.66
C 0.451 4.520 -2.284 0.87
O 0.106 5.898 -2.263 -0.60
C -0.597 6.371 -1.105 -0.10
N 2.247 2.978 -3.084 -0.31
H 2.273 4.387 -5.269 0.21
H 1.092 5.580 -4.952 0.34
H 0.583 3.869 -5.120 0.19
H 2.494 4.914 -2.978 0.11
H 0.784 4.146 -1.316 -0.20
H -0.421 3.893 -2.468 -0.21
H -0.043 6.190 -0.184 0.10
H -1.485 5.740 -1.066 -0.13
H -0.925 7.410 -1.122 0.37
H 3.247 2.883 -3.185 -0.06
H 2.132 2.633 -2.141 -0.13
C 1.365 0.927 5.073 -0.65
C 1.315 2.375 4.603 0.23
C 2.487 3.235 4.989 -0.69
O 2.582 3.170 6.368 -0.34
C 3.564 4.020 6.953 -0.86
N 1.192 2.510 3.161 0.90
H 0.450 0.364 4.890 -0.33
H 1.654 0.929 6.124 0.64
H 2.209 0.402 4.627 0.05
H 0.387 2.829 4.950 0.50
H 2.332 4.237 4.588 0.41
H 3.454 2.885 4.625 0.27
H 3.221 4.059 7.986 0.29
H 3.460 5.045 6.597 0.32
H 4.582 3.631 6.924 0.28
H 0.385 2.013 2.810 -0.35
H 1.976 2.066 2.705 -0.54
C -3.979 6.926 -0.374 -0.78
C -4.033 6.506 1.101 0.35
C -2.743 5.754 1.609 -0.79
O -2.788 4.426 0.990 0.07
C -1.909 3.547 1.539 -0.76
N -4.377 7.666 1.804 -0.72
H -3.205 7.677 -0.531 0.26
H -4.956 7.312 -0.667 0.59
H -3.779 6.000 -0.913 -0.42
H -4.831 5.771 1.209 0.19
H -2.853 5.716 2.693 0.45
H -1.849 6.332 1.375 0.14
H -0.850 3.752 1.384 0.12
H -2.265 2.547 1.291 0.08
H -2.055 3.604 2.618 0.47
H -4.612 7.240 2.689 0.31
H -5.248 8.027 1.441 0.29
C 5.302 4.342 -5.544 -1.48
C 5.982 3.007 -5.459 0.80
C 5.180 1.903 -4.736 -0.82
O 5.108 2.108 -3.354 -0.44
C 4.899 0.887 -2.653 -0.14
N 6.274 2.621 -6.835 -0.75
H 4.458 4.270 -6.230 0.41
H 5.872 5.115 -6.060 0.45
H 4.880 4.638 -4.583 0.14
H 6.936 3.210 -4.973 0.20
H 5.642 0.989 -5.110 0.33
H 4.122 1.920 -4.996 0.33
H 5.309 0.051 -3.219 0.63
H 3.855 0.738 -2.374 -0.07
H 5.473 0.947 -1.729 -0.16
H 6.686 1.701 -6.771 0.25
H 6.964 3.250 -7.221 0.27
C -2.850 4.495 -4.467 -0.58
C -4.028 4.576 -3.448 -0.76
C -3.778 3.460 -2.410 -0.53
S -3.382 1.989 -3.377 1.28
O -4.649 1.490 -3.990 -0.90
O -2.410 1.133 -2.691 -0.32
C -2.422 3.004 -4.593 -0.61
H -2.026 5.094 -4.080 0.10
H -3.141 4.926 -5.425 0.45
H -4.977 4.435 -3.965 0.36
H -4.107 5.545 -2.956 0.38
H -4.525 3.195 -1.663 0.86
H -2.857 3.672 -1.867 -0.27
H -2.609 2.555 -5.569 0.75
H -1.415 2.934 -4.181 -0.14
C -4.678 0.135 5.697 -0.71
C -3.770 0.475 4.539 -0.21
C -2.530 -0.509 4.496 1.18
S -2.367 -1.141 6.262 1.17
O -1.153 -0.622 6.904 -0.66
O -2.693 -2.603 6.154 -0.64
C -3.841 -0.269 6.885 -0.87
H -5.370 -0.609 5.303 0.30
H -5.309 0.977 5.980 0.41
H -3.308 1.453 4.674 0.32
H -4.313 0.483 3.594 -0.22
H -1.591 -0.033 4.213 -0.83
H -2.723 -1.424 3.937 -0.07
H -3.545 0.600 7.473 0.34
H -4.300 -0.950 7.602 0.44
C 4.831 5.613 0.045 -1.05
C 3.315 5.611 0.229 0.16
C 3.062 4.656 1.358 -0.53
S 3.914 3.123 0.847 0.94
O 2.999 2.453 -0.034 0.25
O 4.412 2.381 2.022 -0.77
C 5.255 4.114 -0.044 -0.32
H 5.305 6.071 0.913 0.38
H 5.080 6.084 -0.906 0.39
H 2.798 5.257 -0.662 -0.41
H 2.952 6.594 0.533 0.54
H 2.065 4.316 1.637 -0.08
H 3.567 4.957 2.276 0.42
H 5.282 3.648 -1.029 -0.01
H 6.241 3.955 0.391 0.41
C 0.266 -1.133 -1.528 -0.40
C -0.887 -1.743 -0.777 1.93
C -0.381 -1.960 0.609 -1.50
S 0.435 -0.399 1.103 -0.01
O 1.694 -0.798 1.711 -0.13
O -0.483 0.564 1.750 0.08
C 0.772 0.134 -0.685 0.43
H -0.125 -0.776 -2.482 0.08
H 1.037 -1.835 -1.845 0.41
H -1.225 -2.730 -1.091 0.08
H -1.759 -1.088 -0.790 -1.47
H 0.392 -2.720 0.718 -0.01
H -1.018 -2.301 1.425 0.54
H 1.809 0.459 -0.769 -0.57
H 0.205 1.055 -0.819 0.04
C 1.960 -3.903 6.381 -1.09
C 3.078 -3.355 5.408 -0.65
C 2.427 -2.903 4.002 -0.05
S 0.700 -3.605 4.150 1.27
O 0.839 -5.026 3.673 -0.87
O -0.281 -2.660 3.583 -0.16
C 0.558 -3.492 5.926 -0.29
H 2.056 -3.564 7.412 0.51
H 1.977 -4.990 6.459 0.32
H 3.684 -4.210 5.108 0.26
H 3.647 -2.562 5.894 0.42
H 2.916 -3.246 3.090 0.61
H 2.425 -1.813 4.017 -0.61
H -0.335 -4.050 6.207 0.62
H 0.376 -2.446 6.173 -0.11
C -1.762 -5.311 1.254 2.02
C -1.203 -6.769 1.516 -0.78
C -2.196 -7.565 2.326 -0.90
S -2.890 -6.315 3.570 1.06
O -2.053 -6.239 4.752 -0.55
O -4.316 -6.516 3.762 -0.72
C -2.637 -4.903 2.402 0.31
H -2.404 -5.234 0.376 -0.58
H -0.934 -4.652 0.994 -1.06
H -0.290 -6.663 2.102 0.25
H -0.961 -7.277 0.583 0.37
H -1.913 -8.469 2.866 0.53
H -2.996 -7.770 1.615 0.26
H -2.276 -3.992 2.881 -0.47
H -3.666 -4.698 2.109 0.34
```

Computed properties:
* calculated total energy: -6646.58112 a.u.
* HOMO-LUMO gap: 9.09 eV


Computed, not measured: a 2-piece molecular cluster, C5H7F3N3 overall at a distorted geometry, with ωB97M-V/def2-TZVPD.

The geometry in XYZ format:
```
18
Properties=species:S:1:pos:R:3:mulliken_charge:R:1
C -2.031 -0.833 0.577 -0.54
C -1.591 0.153 -0.272 0.62
C 0.095 -1.188 0.198 -0.63
C 3.369 -0.658 -0.076 0.16
C 3.711 0.805 -0.044 0.41
N -0.253 -0.072 -0.396 0.03
N -0.929 -1.500 0.937 0.04
N -2.301 1.184 -0.795 -0.40
F 4.096 -1.594 -0.612 -0.21
F 3.035 1.288 1.009 -0.25
F 3.187 1.443 -1.144 -0.24
H -2.987 -0.977 0.863 0.43
H 2.254 -0.857 0.093 0.11
H 4.696 1.101 0.207 0.26
H 0.334 0.382 -1.170 0.31
H -1.047 -2.346 1.589 0.31
H -3.414 0.928 -0.808 0.34
H -1.858 1.702 -1.520 0.27
```

Computed properties:
* calculated total energy: -658.15075 a.u.
* charge: +1
* HOMO-LUMO gap (spin up / spin down): 10.32 / 4.03 eV


Computed, not measured: C38H32AsF6N3O4PPtS5 as an isolated structure at a distorted geometry, with ωB97M-V/def2-TZVPD.

The geometry in XYZ format:
```
91
Properties=species:S:1:pos:R:3:mulliken_charge:R:1
Pt -1.883 0.900 0.936 1.76
F -0.669 5.206 1.049 -0.23
C -1.633 4.487 0.503 0.72
F -1.067 3.465 -0.142 -0.20
F -2.277 5.237 -0.391 -0.21
S -2.867 3.856 1.774 0.85
O -3.421 2.631 1.191 -0.76
O -3.817 4.919 1.877 -0.65
N -1.978 3.679 3.024 -0.36
S -1.733 2.381 3.867 0.93
O -2.270 1.162 3.288 -0.62
O -1.911 2.563 5.260 -0.67
C 0.107 2.252 3.556 0.68
F 0.802 3.188 4.168 -0.22
F 0.292 2.389 2.219 -0.27
F 0.597 1.058 3.886 -0.20
S -3.620 0.258 -0.696 -0.28
C -2.859 0.113 -2.272 0.28
C -2.469 -1.178 -2.647 -1.00
C -1.799 -1.425 -3.827 -0.25
C -1.520 -0.381 -4.694 -1.05
C -1.958 0.890 -4.392 -0.67
C -2.644 1.171 -3.202 0.78
S -3.116 2.848 -3.057 -0.09
H -2.705 -1.986 -1.968 0.79
H -1.497 -2.433 -4.076 0.46
H -0.986 -0.567 -5.614 0.42
H -1.809 1.704 -5.091 0.46
C 0.757 -1.526 2.148 -0.77
C 1.492 -2.723 1.565 -1.30
As 2.933 -3.434 2.745 0.30
C 3.902 -4.431 1.364 0.08
C 3.249 -5.006 0.278 -0.19
C 3.966 -5.688 -0.694 -0.65
C 5.342 -5.817 -0.581 -0.47
C 5.996 -5.277 0.516 -0.61
C 5.278 -4.606 1.493 -0.25
C 4.026 -1.803 2.791 0.02
C 4.688 -1.332 1.661 0.08
C 5.405 -0.147 1.721 -0.71
C 5.465 0.574 2.905 -0.55
C 4.819 0.102 4.038 -0.64
C 4.102 -1.085 3.980 -0.37
P -0.248 -0.716 0.811 -0.18
C 0.996 -0.163 -0.382 0.67
C 2.194 0.419 0.028 -0.40
C 3.077 0.915 -0.917 -0.76
C 2.762 0.860 -2.267 -0.98
C 1.552 0.318 -2.677 -0.79
C 0.672 -0.194 -1.740 0.52
C -1.116 -2.171 0.131 0.51
C -0.612 -3.040 -0.832 -0.24
C -1.360 -4.136 -1.235 -0.99
C -2.602 -4.383 -0.667 -0.71
C -3.105 -3.527 0.303 -0.73
C -2.365 -2.425 0.701 -0.97
H 1.461 -0.798 2.556 0.45
H 0.085 -1.821 2.956 0.83
H 1.968 -2.453 0.619 0.56
H 0.796 -3.540 1.378 0.72
H 2.173 -4.922 0.184 0.41
H 3.445 -6.126 -1.535 0.40
H 5.896 -6.347 -1.344 0.39
H 7.067 -5.390 0.612 0.39
H 5.792 -4.202 2.358 0.43
H 4.649 -1.896 0.735 0.41
H 5.928 0.208 0.842 0.52
H 6.020 1.501 2.947 0.43
H 4.882 0.650 4.968 0.45
H 3.602 -1.465 4.864 0.40
H 2.444 0.488 1.079 0.38
H 4.010 1.357 -0.595 0.56
H 3.453 1.257 -2.998 0.42
H 1.285 0.302 -3.725 0.52
H -0.270 -0.627 -2.048 -0.21
H 0.363 -2.862 -1.268 0.58
H -0.965 -4.802 -1.990 0.53
H -3.172 -5.249 -0.974 0.41
H -4.074 -3.712 0.746 0.45
H -2.749 -1.751 1.458 0.52
S -5.267 2.799 -2.129 -0.19
C -5.525 4.488 -2.234 0.55
N -6.203 5.116 -1.236 -0.01
C -6.452 6.437 -1.292 -0.06
C -6.074 7.154 -2.388 -0.63
C -5.368 6.458 -3.383 0.01
N -5.119 5.168 -3.301 -0.46
H -6.400 4.600 -0.387 0.26
H -6.954 6.875 -0.443 0.43
H -6.291 8.206 -2.473 0.41
H -4.992 6.956 -4.268 0.45
```

Computed properties:
* calculated total energy: -7218.78390 a.u.
* charge: +1
* HOMO-LUMO gap: 5.89 eV


Computed, not measured: C6H12O as an isolated structure, with ωB97M-V/def2-TZVPD.

The geometry in XYZ format:
```
19
Properties=species:S:1:pos:R:3:mulliken_charge:R:1
C 1.752 -0.642 -0.961 -1.41
C 1.018 0.366 -0.112 0.04
O 0.630 1.631 -0.693 -0.47
C -0.494 1.650 0.215 -0.65
C -0.438 0.113 0.307 1.58
C -0.650 -0.643 1.605 -1.59
C -1.243 -0.418 -0.878 -1.81
H 2.720 -0.261 -1.298 0.38
H 1.944 -1.516 -0.324 0.33
H 1.175 -0.975 -1.828 0.32
H 1.627 0.590 0.781 0.36
H -1.403 2.093 -0.213 0.31
H -0.225 2.174 1.145 0.33
H 0.004 -0.255 2.395 0.39
H -0.396 -1.701 1.459 0.33
H -1.685 -0.603 1.960 0.37
H -0.992 0.191 -1.752 0.44
H -2.321 -0.331 -0.693 0.41
H -1.023 -1.463 -1.115 0.34
```

Computed properties:
* calculated total energy: -311.01649 a.u.
* HOMO-LUMO gap: 10.57 eV


Computed, not measured: the molecule C3H9N at a distorted geometry, with ωB97M-V/def2-TZVPD.

The geometry in XYZ format:
```
13
Properties=species:S:1:pos:R:3:mulliken_charge:R:1
C -0.310 0.088 -1.742 -1.26
C 0.181 -0.657 -0.483 -0.31
C -0.047 0.507 0.484 -0.59
N 0.391 0.070 1.813 -0.48
H -0.609 -0.809 -2.461 0.30
H 0.100 0.883 -2.389 0.36
H -1.414 0.251 -1.641 0.35
H 1.202 -0.924 -0.578 0.32
H -0.699 -1.337 -0.155 0.32
H -1.140 0.862 0.211 0.20
H 0.667 1.164 0.223 0.33
H -0.098 -0.970 2.032 0.25
H 0.316 0.763 2.513 0.20
```

Computed properties:
* SMILES: CCCN
* calculated total energy: -174.35982 a.u.
* HOMO-LUMO gap: 10.29 eV


Computed, not measured: the molecule C4H4O3, with ωB97M-V/def2-TZVPD.

The geometry in XYZ format:
```
11
Properties=species:S:1:pos:R:3:mulliken_charge:R:1
C -1.621 0.247 -0.492 -1.08
C -0.363 -0.566 -0.414 0.75
O -0.053 -1.463 -1.163 -0.50
C 0.586 -0.260 0.750 0.43
O 0.257 -0.387 1.906 -0.49
C 1.994 0.213 0.393 0.01
O 2.262 0.620 -0.708 -0.42
H -2.151 0.209 0.465 0.34
H -2.256 -0.124 -1.299 0.30
H -1.359 1.295 -0.683 0.31
H 2.703 0.215 1.243 0.36
```

Computed properties:
* SMILES: CC(=O)C(=O)C=O
* calculated total energy: -380.50048 a.u.
* HOMO-LUMO gap: 8.82 eV